No. 1
{"formula": "C26H50Cl2N5O17", "method": "wB97M-V/def2-TZVPD", "charge": 1, "orbital_gap_ha": 0.296, "fmax_ev_per_a": 1.19, "homo_ev": -12.1, "species": ["Cl", "Cl", "O", "O", "O", "O", "O", "O", "O", "O", "O", "O", "O", "O", "O", "O", "O", "O", "O", "N", "N", "N", "N", "N", "C", "C", "C", "C", "C", "C", "C", "C", "C", "C", "C", "C", "C", "C", "C", "C", "C", "C", "C", "C", "C", "C", "C", "C", "C", "C", "H", "H", "H", "H", "H", "H", "H", "H", "H", "H", "H", "H", "H", "H", "H", "H", "H", "H", "H", "H", "H", "H", "H", "H", "H", "H", "H", "H", "H", "H", "H", "H", "H", "H", "H", "H", "H", "H", "H", "H", "H", "H", "H", "H", "H", "H", "H", "H", "H", "H"], "positions_angstrom": [[0.69033, -0.35875, -2.10197], [4.05257, 0.11254, -4.66929], [1.19738, 4.51643, 2.65510], [-2.92470, 0.34376, -4.70024], [4.07843, 0.10333, 3.19406], [-4.60516, 0.74235, -5.99788], [-0.95181, 2.68854, 7.03485], [5.81916, 1.02565, 4.07374], [-0.63810, -3.48343, -1.27873], [-5.00229, -0.09911, -3.94190], [-7.00167, 1.50353, -1.10089], [-8.46230, 2.80600, -0.19171], [2.29117, 3.99077, 4.55988], [-2.79823, 1.58692, 6.88378], [-1.01406, -5.82385, -3.49742], [5.40326, 1.37858, 1.88228], [-0.91008, 0.63953, 6.08578], [-6.28453, 3.09820, 0.32781], [0.65208, 5.38684, 4.66735], [1.62431, -3.89515, -2.83290], [2.11134, -1.87460, -3.85312], [-0.12444, -2.84869, -3.93022], [4.79187, -1.23899, -1.33979], [0.77358, -4.92796, -2.42318], [-3.51638, 0.41756, 6.48689], [-2.42637, -0.10548, -3.44393], [-0.26396, -5.60530, -0.26629], [1.95721, -0.58724, -3.24543], [-0.40030, 6.12837, 4.03902], [3.24877, -0.12857, 2.05984], [5.13251, 0.88706, 2.94549], [3.28664, -3.25613, -1.08623], [1.18251, -2.87141, -3.51301], [4.70557, -2.65629, -0.98394], [1.09881, -6.42071, -4.41432], [0.17245, -5.71895, -3.47421], [-7.16349, 2.52598, -0.26261], [2.72744, 1.80927, -2.98915], [-4.26041, 0.29153, -4.80471], [1.36261, 4.62707, 3.84190], [0.46130, 2.78783, 6.81959], [-5.64264, 1.09424, -1.27332], [-0.12547, -4.56386, -1.32349], [-8.78521, 3.89325, 0.68039], [-1.49315, 1.54999, 6.61785], [3.03580, -4.02034, -2.39372], [-6.02046, 0.75074, -6.24505], [6.99003, 1.84465, 3.95845], [2.78741, 0.41982, -3.53412], [3.12720, 3.12202, 3.79333], [3.81243, -0.63202, 1.27367], [-8.48037, 3.67010, 1.70063], [3.17514, -3.96902, -0.26461], [2.34261, 1.82516, -1.97288], [0.00514, 6.81105, 3.29553], [-3.44529, 0.26985, 5.41092], [-5.22075, 0.77772, -0.31928], [0.76475, 3.76043, 7.19174], [0.30468, -5.27272, 0.60274], [3.17043, -5.08436, -2.21538], [-9.86417, 4.00357, 0.63666], [3.70746, -3.73630, -3.19780], [-1.31271, -5.73168, -0.01099], [2.53092, 2.34231, 3.32586], [7.68782, 1.41461, 3.24365], [2.08962, 2.42080, -3.63003], [0.51212, -7.19878, -4.89596], [3.72117, 2.25088, -2.99049], [-2.80547, 0.50716, -2.62716], [3.89717, -0.79503, -1.18216], [3.82606, 2.67386, 4.49302], [0.68933, 2.71985, 5.76376], [-0.20412, -2.22526, -4.73028], [-5.05137, 1.91335, -1.68301], [-0.78453, -2.52233, -3.22769], [-3.13992, -0.46011, 7.00851], [1.91614, -6.89231, -3.87236], [6.72160, 2.85501, 3.65638], [-1.34220, -0.00428, -3.48960], [-4.55148, 0.59139, 6.76422], [5.01627, -1.16777, -2.32378], [2.43381, -0.76317, 2.39776], [-1.11873, 5.45504, 3.57659], [7.44043, 1.86446, 4.94549], [-0.88368, 6.69191, 4.83044], [5.34677, -3.22734, -1.65783], [1.47277, -5.73570, -5.17511], [-6.14612, 1.14124, -7.24927], [-8.30855, 4.81090, 0.34219], [2.21224, -1.80227, -4.86350], [-5.64478, 0.26777, -1.98080], [5.07139, -2.82805, 0.02818], [0.12736, -6.56146, -0.60624], [-6.42246, -0.25806, -6.18827], [0.98524, 2.00679, 7.36827], [3.67551, 3.68318, 3.03844], [-6.52726, 1.39688, -5.53221], [2.84157, 0.80915, 1.68314], [2.51240, -2.50511, -0.91284], [-2.70292, -1.14885, -3.27286]]}

***

No. 2
{"formula": "C26H50GdNP3Se", "method": "wB97M-V/def2-TZVPD", "charge": 3, "orbital_gap_ha": [0.194, 0.196], "fmax_ev_per_a": 4.96, "multiplicity": 8, "homo_ev": [-16.1, -16.2], "species": ["Gd", "Se", "P", "P", "P", "N", "C", "C", "C", "C", "C", "C", "C", "C", "C", "C", "C", "C", "C", "C", "C", "C", "C", "C", "C", "C", "C", "C", "C", "C", "C", "C", "H", "H", "H", "H", "H", "H", "H", "H", "H", "H", "H", "H", "H", "H", "H", "H", "H", "H", "H", "H", "H", "H", "H", "H", "H", "H", "H", "H", "H", "H", "H", "H", "H", "H", "H", "H", "H", "H", "H", "H", "H", "H", "H", "H", "H", "H", "H", "H", "H", "H"], "positions_angstrom": [[0.03821, -0.35267, -0.38585], [0.68778, 0.34045, -2.78139], [0.84502, -3.01750, -0.62109], [-2.32794, -1.19597, -1.89270], [-2.08681, -1.01574, 1.49047], [1.47949, 0.56980, 4.33558], [1.98753, -3.32244, -2.02664], [1.70885, 2.69330, -6.08631], [0.68989, 4.21847, -4.49970], [-3.55312, -2.51146, -1.53477], [1.29825, 3.98925, -5.74218], [2.85283, 0.22330, 0.08379], [1.95089, -3.37679, 0.79916], [0.90949, 1.86720, -3.94320], [0.62064, 0.86810, 5.51963], [2.87556, 0.29105, 4.77442], [-2.03916, -1.56062, -3.66681], [1.51736, 1.64022, -5.19339], [1.88809, 0.59745, 1.01178], [1.36310, 1.65745, 3.26085], [4.19010, 0.66619, 0.18721], [-0.17895, -4.52680, -0.69917], [3.59132, 1.86104, 2.18647], [-3.78346, -0.31045, 1.49125], [4.55166, 1.49666, 1.24363], [-2.47865, 3.85750, 0.58560], [-1.79054, 4.30001, -0.47662], [2.27671, 1.35851, 2.10948], [0.49206, 3.16477, -3.60251], [-1.56113, -0.46863, 3.15509], [-2.39355, -2.79108, 1.85715], [-3.40314, 0.29498, -2.05028], [-2.91873, -3.28421, 1.03104], [2.60653, -0.40408, -0.79296], [-4.16819, -2.67102, -2.43145], [1.44341, -3.20870, -2.97256], [2.81124, -2.59841, -2.01288], [1.11931, -0.28323, 3.87425], [0.96285, 1.81052, 5.95976], [0.47552, -5.40268, -0.81515], [1.60677, 2.60251, 3.76738], [2.60771, -2.51764, 0.99401], [-2.28261, 4.53040, -1.43122], [-1.98930, 3.64086, 1.54449], [-3.56857, 3.71976, 0.55008], [-3.71646, 0.77671, 1.34791], [-3.94092, 0.23641, -3.00607], [2.82127, -0.42445, 5.60179], [-1.43427, -3.30202, 2.01547], [0.30759, 1.67684, 2.96259], [1.34987, -3.56295, 1.69882], [-2.79105, 1.20713, -2.03361], [-0.70498, 4.45904, -0.43088], [-3.00947, -1.58498, -4.18300], [0.73219, 0.04863, 6.23784], [-0.85706, -4.46933, -1.56108], [-2.27652, -0.81784, 3.91305], [1.83789, 0.63044, -5.45164], [-0.77634, -4.63313, 0.21465], [4.92279, 0.36668, -0.56535], [0.36956, 5.22748, -4.23409], [3.44763, -0.14029, 3.94989], [-4.12448, 0.34447, -1.22610], [2.18045, 2.49632, -7.04972], [5.57549, 1.86420, 1.34126], [2.56306, -4.26055, 0.57128], [-1.51586, 0.62739, 3.19180], [2.38985, -4.34334, -1.94940], [-0.10580, 1.30437, -1.21895], [-3.02927, -3.44704, -1.29799], [-4.26091, -0.51000, 2.46087], [3.86716, 2.52683, 3.01164], [-4.20692, -2.25040, -0.69522], [-1.39021, -0.79033, -4.10750], [-2.99557, -2.87578, 2.77217], [0.01636, 3.34104, -2.63796], [3.32661, 1.22745, 5.12069], [-0.42380, 0.95062, 5.20460], [1.45225, 4.81327, -6.43984], [-1.54174, -2.53366, -3.76729], [-4.41003, -0.72960, 0.69646], [-0.57273, -0.88924, 3.38916]]}